The following is a DFT calculation (ωB97M-V with the def2-TZVPD basis set) of 14 unconnected molecules or ions with the total composition C46H62F10O42 in a non-equilibrium geometry.

Cartesian coordinates (Å):
C 6.072 2.006 -2.055
C 6.263 0.529 -1.730
O 7.522 0.546 -0.949
C 8.150 1.729 -1.188
O 9.194 2.015 -0.724
O 7.433 2.523 -2.006
F 6.396 -0.279 -2.826
H 5.452 2.634 -1.399
H 5.746 2.075 -3.125
H 5.505 0.085 -1.063
C -5.564 -0.286 -3.475
C -6.812 -0.906 -2.880
O -6.519 -1.052 -1.488
C -5.143 -1.003 -1.368
O -4.629 -1.082 -0.272
O -4.561 -0.769 -2.555
F -7.040 -2.166 -3.340
H -5.551 0.766 -3.267
H -5.496 -0.674 -4.510
H -7.726 -0.366 -3.054
C -2.499 2.398 3.799
C -1.229 3.144 3.593
O -0.796 3.488 4.845
C -1.672 3.050 5.761
O -1.537 3.258 6.913
O -2.724 2.408 5.192
F -1.496 4.299 2.850
H -2.437 1.341 3.425
H -3.293 2.832 3.222
H -0.406 2.659 3.139
C 0.835 0.825 -4.266
C 0.541 2.198 -3.600
O 1.435 2.354 -2.603
C 2.366 1.409 -2.692
O 3.393 1.450 -2.122
O 2.039 0.454 -3.563
F -0.691 2.126 -3.064
H 1.043 0.988 -5.337
H 0.035 0.065 -4.146
H 0.524 2.946 -4.383
C -0.782 5.309 -0.318
C 0.657 5.242 0.099
O 1.403 5.423 -1.124
C 0.556 5.402 -2.151
O 0.893 5.366 -3.274
O -0.734 5.342 -1.787
F 1.075 4.032 0.640
H -1.308 6.187 0.022
H -1.327 4.402 -0.151
H 0.952 5.965 0.849
C -6.118 1.644 1.030
C -7.172 2.531 0.407
O -6.435 3.507 -0.244
C -5.123 3.253 -0.093
O -4.326 4.055 -0.445
O -4.912 2.135 0.538
F -7.959 3.072 1.329
H -6.229 0.617 0.641
H -6.080 1.607 2.104
H -7.797 1.981 -0.310
C -1.599 -1.953 -1.951
C -2.136 -2.672 -3.158
O -1.156 -3.702 -3.444
C 0.031 -3.268 -2.923
O 1.081 -3.737 -3.220
O -0.190 -2.252 -2.008
F -2.133 -1.770 -4.214
H -2.010 -2.211 -1.015
H -1.694 -0.866 -1.969
H -3.112 -3.162 -3.050
C 0.972 -7.733 0.593
C 2.066 -6.988 -0.084
O 1.471 -5.784 -0.546
C 0.210 -5.676 0.005
O -0.392 -4.649 0.031
O -0.159 -6.868 0.547
F 2.470 -7.636 -1.206
H 1.296 -7.896 1.616
H 0.572 -8.619 0.058
H 2.943 -6.666 0.501
C 4.091 -3.095 -2.296
C 3.849 -4.584 -2.385
O 4.036 -5.039 -1.065
C 4.668 -4.056 -0.349
O 5.076 -4.179 0.748
O 4.842 -2.962 -1.065
F 4.841 -5.168 -3.156
H 3.161 -2.542 -2.278
H 4.655 -2.757 -3.190
H 2.909 -4.843 -2.826
C 3.388 -4.624 3.630
C 3.083 -4.740 5.158
O 2.028 -5.688 5.168
C 1.628 -5.953 3.971
O 0.719 -6.749 3.701
O 2.329 -5.317 2.989
F 2.642 -3.455 5.544
H 4.332 -5.078 3.366
H 3.416 -3.582 3.393
H 3.841 -4.977 5.909
C 1.810 -1.968 0.999
C 2.302 -0.698 0.468
O 1.361 0.046 -0.269
C 0.413 0.683 0.453
O 0.234 0.757 1.668
O -0.413 1.168 -0.455
C -1.498 1.905 0.032
H 1.372 -1.768 1.993
H 2.703 -2.581 1.116
H 1.077 -2.432 0.324
H 3.116 -0.788 -0.314
H 2.734 -0.051 1.229
H -1.220 2.588 0.855
H -2.331 1.212 0.368
H -1.951 2.529 -0.767
C 2.736 0.912 4.178
C 2.030 -0.128 5.108
O 1.204 -1.135 4.489
C -0.105 -1.021 4.563
O -0.653 -0.014 4.887
O -0.770 -2.139 4.308
C -2.178 -2.087 4.361
H 2.936 1.780 4.726
H 2.120 1.322 3.390
H 3.534 0.373 3.653
H 1.530 0.337 5.972
H 2.830 -0.779 5.519
H -2.511 -2.941 3.763
H -2.662 -1.156 4.027
H -2.589 -2.246 5.359
C 3.880 2.713 0.772
C 5.240 2.212 1.282
O 5.137 0.822 1.140
C 6.242 0.138 1.595
O 7.140 0.616 2.156
O 6.079 -1.125 1.218
C 7.196 -1.996 1.510
H 3.631 3.782 0.886
H 3.056 2.133 1.215
H 3.796 2.473 -0.304
H 5.456 2.441 2.351
H 6.018 2.667 0.639
H 6.777 -2.746 2.267
H 8.046 -1.515 1.986
H 7.492 -2.503 0.565
C -9.675 3.632 -4.492
C -9.128 3.704 -3.035
O -7.860 2.960 -2.915
C -6.817 3.545 -3.505
O -6.867 4.394 -4.335
O -5.706 2.923 -3.067
C -4.524 3.576 -3.684
H -10.391 4.447 -4.660
H -10.248 2.712 -4.665
H -8.967 3.688 -5.316
H -9.741 3.119 -2.337
H -8.966 4.762 -2.718
H -4.601 3.350 -4.781
H -3.617 3.190 -3.239
H -4.656 4.614 -3.515

Output
total charge = 0
HOMO-LUMO gap = 10.70 eV

=====

The following is a DFT calculation (ωB97M-V with the def2-TZVPD basis set) of a molecular structure, C46H62GeOSSi2V in a non-equilibrium geometry.

Cartesian coordinates (Å):
V 0.656 0.369 -0.418
C 2.053 2.276 1.310
C 1.011 1.269 1.756
C 1.442 0.029 2.296
C 2.932 -0.180 2.428
C 0.497 -0.901 2.726
C 0.879 -2.237 3.311
C -0.878 -0.616 2.597
C -1.853 -1.698 2.989
C -1.301 0.629 2.141
C -2.754 1.011 2.006
C -0.352 1.605 1.772
C -0.827 3.020 1.564
H 2.527 2.769 2.163
H 1.624 3.038 0.666
H 2.859 1.800 0.742
H 3.429 -0.179 1.456
H 3.191 -1.116 2.909
H 3.376 0.630 3.012
H 0.331 -2.423 4.236
H 1.935 -2.320 3.538
H 0.632 -3.047 2.621
H -1.931 -1.779 4.077
H -1.522 -2.669 2.620
H -2.851 -1.534 2.599
H -3.056 1.704 2.795
H -3.424 0.160 2.051
H -2.924 1.518 1.052
H -1.535 3.284 2.350
H -1.333 3.149 0.607
H -0.011 3.735 1.619
C -0.349 1.463 -1.258
Ge -1.449 2.639 -2.279
C -1.337 2.225 -4.203
C -1.749 0.981 -4.685
C -1.648 0.651 -6.028
C -1.121 1.568 -6.927
C -0.691 2.803 -6.469
C -0.796 3.124 -5.121
C -3.360 2.591 -1.770
C -4.231 1.607 -2.238
C -5.579 1.608 -1.904
C -6.087 2.599 -1.075
C -5.239 3.586 -0.596
C -3.894 3.584 -0.948
C -0.995 4.538 -2.089
C -0.001 4.996 -1.229
C 0.265 6.353 -1.093
C -0.463 7.279 -1.823
C -1.459 6.843 -2.687
C -1.724 5.487 -2.811
H -2.152 0.246 -3.996
H -1.976 -0.321 -6.375
H -1.035 1.314 -7.975
H -0.261 3.515 -7.160
H -0.436 4.087 -4.783
H -3.864 0.827 -2.895
H -6.234 0.839 -2.295
H -7.137 2.609 -0.816
H -5.625 4.366 0.047
H -3.251 4.367 -0.563
H 0.585 4.282 -0.667
H 1.047 6.685 -0.422
H -0.256 8.336 -1.724
H -2.033 7.560 -3.260
H -2.514 5.163 -3.479
C 3.182 -2.941 -2.898
Si 2.983 -1.736 -1.461
C 2.149 -2.760 -0.100
C 4.706 -1.441 -0.750
C 2.007 -0.241 -1.983
Si 2.885 1.050 -3.005
C 4.766 0.972 -3.095
C 2.306 0.839 -4.780
C 2.557 2.842 -2.494
H 3.923 -3.713 -2.679
H 3.491 -2.421 -3.807
H 2.234 -3.442 -3.113
H 2.534 -3.782 -0.140
H 1.064 -2.804 -0.204
H 2.370 -2.376 0.898
H 4.965 -2.280 -0.100
H 4.787 -0.528 -0.160
H 5.458 -1.384 -1.532
H 1.291 -0.636 -2.719
H 5.139 0.041 -3.517
H 5.243 1.126 -2.129
H 5.089 1.784 -3.752
H 2.766 -0.037 -5.242
H 2.560 1.712 -5.385
H 1.224 0.709 -4.823
H 3.441 3.300 -2.044
H 1.735 2.895 -1.780
H 2.277 3.449 -3.357
C -6.103 -4.112 1.917
C -5.039 -3.407 1.122
C -3.803 -4.010 0.886
C -2.828 -3.369 0.143
C -3.090 -2.109 -0.380
C -4.304 -1.482 -0.143
C -5.273 -2.139 0.602
S -1.849 -1.200 -1.275
C -1.487 -2.392 -2.560
O -0.629 -1.272 -0.367
H -5.696 -4.971 2.448
H -6.901 -4.467 1.265
H -6.553 -3.439 2.646
H -3.601 -4.990 1.300
H -1.862 -3.834 -0.001
H -4.487 -0.487 -0.529
H -6.221 -1.650 0.788
H -1.023 -3.261 -2.100
H -0.792 -1.918 -3.252
H -2.413 -2.658 -3.066

Output
total charge = 0
HOMO-LUMO gap (spin up / spin down) = 7.13 / 7.22 eV
spin multiplicity = 2

=====

The following is a DFT calculation (ωB97M-V with the def2-TZVPD basis set) of a molecular structure, C46H62NO2TeTi.

Cartesian coordinates (Å):
Ti -1.164 0.646 -0.321
C -1.931 -2.930 -0.641
C -3.202 -2.627 -1.442
C -4.435 -3.261 -0.794
C -3.380 -1.136 -1.614
C -3.456 -0.554 -2.875
C -3.551 0.820 -3.042
C -3.601 1.674 -1.945
C -3.706 3.165 -2.103
C -3.583 1.100 -0.669
C -3.470 -0.288 -0.508
H -1.757 -4.006 -0.595
H -2.014 -2.568 0.388
H -1.056 -2.470 -1.108
H -3.077 -3.055 -2.440
H -4.592 -2.866 0.213
H -4.307 -4.340 -0.714
H -5.332 -3.063 -1.381
H -3.418 -1.192 -3.751
H -3.586 1.237 -4.041
H -3.864 3.440 -3.144
H -2.789 3.645 -1.763
H -4.529 3.568 -1.512
H -3.728 1.725 0.208
H -3.492 -0.701 0.496
C 1.669 -4.124 4.806
C 2.477 -3.032 4.088
C 3.436 -3.709 3.107
C 3.306 -2.248 5.116
C 1.521 -2.071 3.385
C 1.581 -1.827 2.035
C 0.682 -0.922 1.439
N 0.590 -0.531 0.132
C 1.402 -0.772 -0.938
C 2.647 -1.429 -0.978
C 3.276 -1.633 -2.179
C 2.651 -1.155 -3.352
C 1.463 -0.447 -3.368
C 0.838 -0.239 -2.130
O -0.335 0.412 -1.980
C 0.844 0.065 -4.673
C 1.775 -0.154 -5.870
C 0.556 1.572 -4.575
C -0.459 -0.703 -4.932
C 4.610 -2.368 -2.295
C 4.390 -3.661 -3.094
C 5.181 -2.737 -0.925
C 5.629 -1.480 -3.023
C -0.337 -0.319 2.227
O -1.202 0.472 1.561
C -0.407 -0.545 3.607
C 0.540 -1.402 4.144
C -1.465 0.146 4.476
C -1.376 -0.299 5.937
C -2.880 -0.190 3.979
C -1.237 1.664 4.422
H 2.346 -4.831 5.288
H 1.049 -4.672 4.094
H 1.019 -3.708 5.576
H 4.081 -4.397 3.654
H 4.079 -2.984 2.603
H 2.896 -4.287 2.354
H 3.985 -2.923 5.640
H 2.674 -1.765 5.862
H 3.902 -1.476 4.625
H 2.290 -2.356 1.426
H 3.120 -1.740 -0.066
H 3.152 -1.339 -4.291
H 2.749 0.316 -5.716
H 1.326 0.293 -6.757
H 1.927 -1.215 -6.076
H 1.462 2.118 -4.303
H -0.215 1.785 -3.838
H 0.220 1.945 -5.545
H -0.256 -1.771 -5.043
H -0.930 -0.348 -5.852
H -1.151 -0.561 -4.105
H 3.673 -4.309 -2.585
H 5.331 -4.204 -3.199
H 4.009 -3.455 -4.096
H 4.530 -3.433 -0.390
H 5.337 -1.851 -0.305
H 6.147 -3.225 -1.055
H 5.321 -1.256 -4.044
H 6.593 -1.988 -3.073
H 5.766 -0.536 -2.493
H 0.511 -1.592 5.207
H -1.500 -1.379 6.034
H -2.176 0.180 6.504
H -0.429 -0.010 6.396
H -3.051 -1.268 4.012
H -3.046 0.156 2.961
H -3.617 0.288 4.628
H -0.270 1.923 4.857
H -2.016 2.185 4.984
H -1.261 2.013 3.391
C -1.973 4.154 1.362
Te -0.230 3.309 0.453
C -0.494 4.911 -0.946
C -1.217 5.976 -0.160
C -1.178 7.310 -0.551
C -1.839 8.275 0.194
C -2.536 7.912 1.337
C -2.575 6.584 1.733
C -1.921 5.613 0.985
H -1.969 3.984 2.435
H -2.849 3.674 0.928
H -1.059 4.562 -1.808
H 0.481 5.248 -1.289
H -0.619 7.593 -1.434
H -1.795 9.311 -0.113
H -3.041 8.665 1.928
H -3.112 6.300 2.631

Output
energy relative to the best compared isomer or geometry (same formula, charge and spin) = 35.4 kJ/mol
total charge = +1
HOMO-LUMO gap (spin up / spin down) = 6.96 / 6.02 eV
spin multiplicity = 3

=====

Energy list, top to bottom, in eV: -161879.175; -159549.121; -84700.537